Computed, not measured: one molecule with the formula C4H5NS2, with ωB97M-V/def2-TZVPD.

As for the total energy: -27385.2056 eV. Its charge is 0. As for the HOMO energy: -8.92 eV. Its frontier orbital gap is 7.9 eV.

Each line ends with the natural charge from an NBO analysis.
Geometry (Å):
S  0.6541  1.8565  1.8718  0.01
C  -0.2642  0.4367  1.5599  -0.22
C  -1.1374  0.4906  0.5425  -0.22
N  -1.7868  -0.7155  0.3337  -0.56
C  -0.8571  -0.3455  -0.6547  -0.12
C  0.3990  -1.0941  -0.8836  -0.29
S  1.1665  -1.2758  -2.3058  0.10
H  -0.4318  -0.4800  2.5092  0.26
H  -1.7190  1.3792  0.2204  0.24
H  -2.7793  -0.5650  0.0369  0.37
H  -1.3442  0.1941  -1.5255  0.22
H  0.8115  -1.7368  -0.0174  0.22